--- w ---
Here is C42H63ClCsIN8O4SSe as an isolated structure from OMol25. Energies are from wB97M-V/def2-TZVPD.

XYZ file:
```
122
Properties=species:S:1:pos:R:3:mulliken_charge:R:1
Cs -0.026 -0.759 1.705 1.37
C -5.295 2.702 -2.175 -1.71
C -4.358 3.755 -1.567 2.25
C -5.131 4.539 -0.504 -2.10
C -3.898 4.727 -2.663 -1.67
C -3.134 3.058 -0.984 0.28
C -2.729 3.218 0.333 0.12
C -1.624 2.506 0.782 -0.75
N -0.920 1.673 0.024 -0.28
C -1.279 1.534 -1.255 -0.70
C -2.371 2.208 -1.781 0.40
C -0.465 0.589 -2.079 -1.34
C -0.432 0.677 -3.462 -0.01
C 0.351 -0.202 -4.207 0.59
C 1.036 -1.180 -3.503 -0.26
C 0.924 -1.216 -2.121 -0.94
N 0.207 -0.357 -1.416 0.13
C 0.458 -0.036 -5.719 2.23
C -0.938 -0.137 -6.348 -1.73
C 1.355 -1.103 -6.348 -2.17
C 1.064 1.343 -6.017 -1.45
H -6.191 3.189 -2.570 0.46
H -5.602 1.980 -1.416 0.32
H -4.822 2.151 -2.990 0.33
H -6.001 5.012 -0.968 0.43
H -4.531 5.312 -0.027 0.47
H -5.492 3.875 0.284 0.38
H -4.764 5.226 -3.106 0.47
H -3.359 4.208 -3.458 0.31
H -3.240 5.490 -2.243 0.36
H -3.246 3.882 1.015 0.02
H -1.308 2.605 1.816 0.42
H -2.657 2.033 -2.810 0.45
H -0.969 1.477 -3.954 0.63
H 1.679 -1.895 -3.995 0.41
H 1.455 -1.971 -1.551 0.24
H -1.384 -1.112 -6.142 0.38
H -0.871 -0.010 -7.432 0.47
H -1.611 0.628 -5.961 0.29
H 0.963 -2.107 -6.173 0.41
H 2.370 -1.051 -5.951 0.33
H 1.407 -0.943 -7.427 0.45
H 0.437 2.146 -5.628 0.32
H 1.167 1.484 -7.097 0.47
H 2.050 1.435 -5.558 0.15
O 1.641 -3.858 5.293 -0.61
H 1.526 -2.892 5.410 0.21
H 1.723 -3.962 4.339 0.32
N -1.540 2.786 4.344 -0.72
C -1.809 3.910 4.179 0.54
N -2.045 5.186 4.050 -0.88
C -2.858 5.597 3.106 0.64
N -3.570 6.033 2.292 -0.65
N 3.967 -3.028 -0.937 -0.17
C 3.309 -3.001 0.239 0.52
O 2.251 -3.586 0.459 -0.68
C 3.981 -2.174 1.318 -0.45
I 5.658 -3.226 2.128 0.00
H 3.505 -3.491 -1.702 0.27
H 4.614 -2.266 -1.177 0.01
H 3.302 -2.006 2.146 0.23
H 4.376 -1.240 0.914 0.19
C 9.821 2.723 -4.024 -1.43
C 8.571 2.078 -3.484 0.72
C 7.352 2.204 -4.132 -1.27
C 6.191 1.608 -3.648 1.06
C 4.903 1.787 -4.401 -1.50
C 6.233 0.848 -2.466 0.19
Se 4.647 0.029 -1.798 -0.42
C 7.465 0.719 -1.797 1.14
C 7.567 -0.069 -0.523 -1.42
C 8.601 1.329 -2.313 -1.06
H 9.598 3.325 -4.906 0.34
H 10.565 1.974 -4.311 0.29
H 10.286 3.376 -3.281 0.32
H 7.297 2.789 -5.048 0.18
H 5.054 2.417 -5.281 0.30
H 4.142 2.235 -3.760 0.34
H 4.502 0.818 -4.708 0.22
H 6.890 0.335 0.233 0.28
H 8.588 -0.049 -0.134 0.31
H 7.260 -1.105 -0.676 0.24
H 9.543 1.218 -1.780 0.27
C -1.419 -5.285 6.781 -1.17
C -2.336 -5.488 5.577 -0.60
C -2.205 -4.430 4.478 -0.85
C -2.503 -2.997 4.922 0.95
N -1.308 -2.337 5.469 0.14
C -0.894 -1.089 5.183 -0.05
S 0.782 -0.721 5.190 -0.42
N -1.783 -0.133 4.887 0.34
C -3.148 -0.026 5.413 -0.69
C -4.089 0.681 4.440 -0.49
C -4.436 -0.132 3.196 0.47
C -5.436 -1.254 3.460 -1.36
H -1.525 -6.104 7.496 0.40
H -1.652 -4.357 7.305 0.26
H -0.374 -5.238 6.469 0.25
H -3.378 -5.514 5.915 0.31
H -2.130 -6.467 5.135 0.44
H -2.898 -4.651 3.664 0.25
H -1.205 -4.463 4.039 0.36
H -3.309 -3.017 5.665 0.20
H -2.831 -2.432 4.050 -0.80
H -0.536 -2.965 5.636 0.02
H -1.386 0.782 4.690 0.31
H -3.096 0.550 6.344 0.36
H -3.529 -1.010 5.663 0.27
H -3.627 1.625 4.157 -0.07
H -5.007 0.926 4.988 0.46
H -3.524 -0.548 2.764 -0.29
H -4.852 0.541 2.440 0.35
H -5.097 -1.920 4.256 0.20
H -5.568 -1.874 2.572 0.27
H -6.407 -0.846 3.756 0.46
Cl -3.417 -1.216 -0.768 -0.12
C -2.931 -2.871 -0.268 -0.51
C -2.943 -3.004 1.272 0.07
O -3.713 -3.846 1.757 -0.78
O -2.135 -2.240 1.862 -0.45
H -1.917 -3.012 -0.641 0.10
H -3.618 -3.573 -0.727 0.35
```

Computed properties:
* total charge: -2
* HOMO level: -2.50 eV
* orbital gap: 5.905 eV

---

--- x ---
Here is C42H63ClCsIN8O4SSe as an isolated structure from OMol25. Energies are from wB97M-V/def2-TZVPD.

XYZ file:
```
122
Properties=species:S:1:pos:R:3:mulliken_charge:R:1
Cs 0.524 1.700 2.122 1.04
C 7.134 -2.809 1.765 -1.69
C 5.999 -3.655 1.172 2.19
C 6.481 -4.320 -0.126 -1.57
C 5.642 -4.751 2.178 -2.15
C 4.799 -2.768 0.850 0.45
C 3.512 -3.053 1.279 -0.59
C 2.474 -2.190 0.938 -0.62
N 2.650 -1.094 0.208 -0.45
C 3.878 -0.820 -0.233 -0.34
C 4.966 -1.624 0.068 -0.13
C 4.003 0.413 -1.076 -0.41
C 5.047 0.589 -1.974 -0.15
C 5.100 1.723 -2.780 0.45
C 4.069 2.640 -2.639 -0.37
C 3.072 2.396 -1.701 -0.77
N 3.033 1.317 -0.933 -0.33
C 6.282 1.941 -3.722 2.20
C 7.541 2.167 -2.871 -1.56
C 6.075 3.162 -4.619 -2.15
C 6.484 0.712 -4.617 -1.70
H 7.967 -3.456 2.054 0.46
H 6.790 -2.271 2.652 0.37
H 7.512 -2.076 1.050 0.31
H 7.344 -4.963 0.076 0.42
H 6.774 -3.572 -0.866 0.31
H 5.686 -4.931 -0.561 0.38
H 6.535 -5.339 2.408 0.44
H 4.886 -5.432 1.779 0.40
H 5.265 -4.325 3.111 0.44
H 3.288 -3.926 1.877 0.45
H 1.451 -2.411 1.242 0.48
H 5.953 -1.352 -0.288 0.32
H 5.813 -0.173 -2.057 0.34
H 4.019 3.542 -3.233 0.22
H 2.285 3.127 -1.538 0.70
H 7.405 3.024 -2.207 0.38
H 8.407 2.360 -3.514 0.42
H 7.760 1.294 -2.252 0.33
H 6.025 4.084 -4.035 0.39
H 5.155 3.074 -5.204 0.43
H 6.913 3.250 -5.315 0.44
H 6.701 -0.185 -4.034 0.31
H 7.324 0.882 -5.298 0.46
H 5.589 0.518 -5.213 0.39
O 0.153 -0.606 -2.170 -0.61
H -0.658 -0.133 -1.940 0.27
H 0.226 -1.289 -1.490 0.24
N 1.892 2.189 4.473 -0.56
C 2.189 2.186 5.607 0.31
N 2.694 2.190 6.799 -0.72
C 2.116 2.204 7.972 0.55
N 1.701 2.212 9.063 -0.62
N -1.126 5.690 -1.275 -0.37
C -0.020 4.930 -1.516 0.69
O 0.882 4.799 -0.712 -0.64
C 0.019 4.271 -2.879 -0.81
I 1.349 5.388 -4.139 -0.02
H -1.244 6.067 -0.350 0.22
H -1.884 5.749 -1.930 0.17
H -0.942 4.222 -3.375 0.41
H 0.436 3.274 -2.803 0.33
C -4.764 -6.638 4.010 -1.43
C -3.910 -5.786 3.099 0.71
C -2.676 -5.297 3.508 -1.14
C -1.870 -4.523 2.673 1.01
C -0.551 -4.030 3.194 -1.28
C -2.293 -4.215 1.358 -0.01
Se -1.179 -3.189 0.192 -0.29
C -3.558 -4.697 0.945 0.92
C -4.113 -4.411 -0.427 -1.40
C -4.329 -5.468 1.814 -0.89
H -4.362 -6.647 5.025 0.33
H -4.812 -7.675 3.660 0.28
H -5.791 -6.264 4.057 0.33
H -2.329 -5.521 4.515 0.18
H -0.394 -4.355 4.227 0.35
H -0.502 -2.940 3.149 0.22
H 0.269 -4.395 2.568 0.23
H -3.634 -3.533 -0.857 0.05
H -5.196 -4.254 -0.380 0.35
H -3.920 -5.248 -1.106 0.32
H -5.300 -5.827 1.473 0.31
C -5.533 5.339 -1.915 -0.96
C -5.901 5.354 -0.428 -0.46
C -4.758 5.089 0.563 -0.96
C -4.223 3.661 0.636 0.07
N -3.539 3.308 -0.603 0.99
C -3.471 2.122 -1.243 -0.07
S -2.744 2.087 -2.787 -0.46
N -4.023 1.062 -0.664 0.94
C -3.976 -0.300 -1.190 -0.49
C -5.150 -0.669 -2.093 -0.60
C -6.510 -0.801 -1.402 -0.45
C -7.097 0.505 -0.851 -0.92
H -6.409 5.576 -2.526 0.36
H -5.149 4.373 -2.242 0.16
H -4.768 6.096 -2.131 0.22
H -6.697 4.623 -0.243 0.25
H -6.318 6.340 -0.194 0.36
H -5.115 5.333 1.567 0.43
H -3.925 5.775 0.351 0.26
H -5.061 2.976 0.785 0.39
H -3.556 3.572 1.496 -0.16
H -2.878 3.978 -0.953 -0.55
H -4.289 1.152 0.306 -0.63
H -3.927 -0.977 -0.332 0.20
H -3.050 -0.418 -1.745 -0.15
H -4.902 -1.629 -2.555 0.43
H -5.212 0.074 -2.896 0.29
H -6.430 -1.534 -0.592 0.18
H -7.212 -1.217 -2.131 0.36
H -6.639 0.783 0.099 0.07
H -8.172 0.400 -0.679 0.46
H -6.945 1.329 -1.554 0.21
Cl -4.923 0.479 2.570 -0.26
C -3.139 0.245 2.771 0.04
C -2.411 1.568 2.405 0.53
O -2.528 2.517 3.201 -0.71
O -1.772 1.558 1.320 -0.76
H -2.841 -0.569 2.112 -0.06
H -2.986 -0.011 3.813 0.47
```

Computed properties:
* total charge: -2
* HOMO level: -1.84 eV
* orbital gap: 4.748 eV

---

Which of them is most stable, and which least? Most stable: w; least stable: x.

---

--- w ---
Here is a 8-piece molecular cluster, H16O8 overall from OMol25. Energies are from wB97M-V/def2-TZVPD.

XYZ file:
```
24
Properties=species:S:1:pos:R:3:mulliken_charge:R:1
H 0.801 -0.241 -0.116 0.25
H 1.927 -0.295 -1.135 0.32
H 5.081 -0.800 0.285 0.29
H 5.572 -1.324 -1.054 0.31
H 3.547 -1.155 1.374 0.24
H 2.097 -1.554 1.151 0.31
H -1.385 0.664 3.429 0.30
H -0.661 -0.203 2.412 0.30
H 0.900 4.403 -1.147 0.31
H -0.160 3.619 -0.391 0.30
H -4.319 -2.081 0.641 0.31
H -2.910 -1.512 0.605 0.31
H -2.560 -1.639 -1.375 0.34
H -2.043 -2.728 -2.300 0.30
H -2.212 1.882 -1.346 0.31
H -3.657 1.434 -1.495 0.30
O 1.506 0.293 -0.498 -0.61
O 4.904 -0.751 -0.661 -0.59
O 2.659 -0.786 1.305 -0.53
O -1.218 0.581 2.484 -0.59
O 0.763 3.892 -0.342 -0.61
O -3.836 -1.250 0.563 -0.64
O -1.781 -2.178 -1.553 -0.62
O -3.016 1.727 -0.837 -0.61
```

Computed properties:
* structure (SMILES): O.O.O.O.O.O.O.O
* HOMO level: -9.81 eV
* orbital gap: 10.107 eV

---

--- x ---
Here is a 8-piece molecular cluster, H16O8 overall from OMol25. Energies are from wB97M-V/def2-TZVPD.

XYZ file:
```
24
Properties=species:S:1:pos:R:3:mulliken_charge:R:1
H -0.232 0.215 0.036 0.25
H 1.199 0.701 0.200 0.39
H -2.961 -2.181 0.350 0.35
H -3.108 -1.018 -0.618 0.25
H 2.868 1.506 0.992 0.35
H 2.194 1.926 -0.304 0.36
H -0.115 -2.444 0.391 0.29
H -0.945 -1.260 -0.077 0.35
H 3.415 -2.284 -1.453 0.32
H 1.934 -2.486 -1.178 0.29
H -4.440 -0.267 1.144 0.33
H -4.185 0.266 2.544 0.29
H 4.869 0.884 0.775 0.33
H 6.100 0.029 1.030 0.31
H -3.394 4.217 -1.760 0.32
H -3.493 2.700 -1.774 0.31
O 0.396 0.860 -0.309 -0.59
O -3.355 -1.942 -0.496 -0.63
O 2.803 1.273 0.059 -0.79
O -0.970 -2.018 0.517 -0.60
O 2.618 -2.671 -1.832 -0.61
O -3.845 -0.361 1.896 -0.59
O 5.760 0.923 1.143 -0.62
O -3.113 3.433 -1.276 -0.63
```

Computed properties:
* structure (SMILES): O.O.O.O.O.O.O.O
* HOMO level: -11.03 eV
* orbital gap: 11.007 eV

---

--- y ---
Here is H16O8 as an isolated structure from OMol25. Energies are from wB97M-V/def2-TZVPD.

XYZ file:
```
24
Properties=species:S:1:pos:R:3:mulliken_charge:R:1
O -5.736 17.230 -18.722 -0.72
H -6.689 17.271 -18.795 0.42
H -5.498 16.409 -19.152 0.24
O -5.889 21.866 -19.867 -0.66
H -6.596 21.616 -20.463 0.28
H -5.373 21.067 -19.760 0.67
O -5.590 20.400 -21.315 -0.84
H -5.293 19.689 -20.747 0.46
H -6.524 20.488 -21.122 0.32
O -7.716 17.857 -18.790 -0.90
H -7.551 18.799 -18.751 0.51
H -7.633 17.561 -17.884 0.35
O -3.244 19.778 -19.001 -0.56
H -2.299 19.711 -18.864 0.41
H -3.578 18.903 -18.801 0.25
O -7.342 19.805 -18.292 -0.71
H -7.256 20.554 -17.702 0.32
H -6.503 19.764 -18.752 0.60
O -4.238 21.273 -18.032 -0.77
H -3.663 20.678 -18.513 0.12
H -3.682 22.022 -17.817 0.28
O -5.608 19.451 -19.485 -1.16
H -5.763 18.510 -19.405 0.81
H -4.905 19.633 -18.862 0.29
```

Computed properties:
* HOMO level: -8.57 eV
* orbital gap: 8.366 eV

---

--- z ---
Here is a 8-piece molecular cluster, H16O8 overall from OMol25. Energies are from wB97M-V/def2-TZVPD.

XYZ file:
```
24
Properties=species:S:1:pos:R:3:mulliken_charge:R:1
H -0.330 0.038 0.366 0.32
H 0.779 -0.421 1.392 0.30
H 2.726 -0.366 -0.945 0.29
H 3.676 -0.869 -1.975 0.29
H -3.820 -3.061 1.924 0.31
H -3.489 -2.396 0.551 0.31
H 4.650 1.149 2.924 0.31
H 3.740 0.034 2.389 0.31
H -4.126 1.939 -1.742 0.33
H -3.879 1.029 -0.703 0.27
H 1.652 2.723 -1.938 0.29
H 1.289 1.411 -2.756 0.29
H -0.955 2.684 1.692 0.30
H -1.572 2.353 2.965 0.30
H -1.464 -3.792 -2.443 0.31
H 0.000 -3.350 -2.136 0.31
O 0.489 0.331 0.919 -0.63
O 3.441 -0.087 -1.520 -0.59
O -3.257 -3.096 1.192 -0.62
O 4.519 0.231 2.948 -0.63
O -3.914 1.933 -0.771 -0.60
O 1.859 1.778 -2.081 -0.57
O -1.263 3.094 2.463 -0.61
O -0.752 -3.289 -2.715 -0.62
```

Computed properties:
* structure (SMILES): O.O.O.O.O.O.O.O
* HOMO level: -10.90 eV
* orbital gap: 10.474 eV

---

Which of them is most stable, and which least? Most stable: x; least stable: y.